Below is a 8-piece molecular cluster, C30H61O17S overall at a distorted geometry, with properties calculated with the ωB97M-V functional and the def2-TZVPD basis.

ORCA input file:
```
! RIJCOSX wB97M-V def2-TZVPD def2/J DEFGRID3
* xyz -1 1
C -8.7191 0.2184 -1.4214
C -7.6427 -0.5298 -2.2192
S -6.0884 0.3865 -2.2227
O -6.0492 1.2781 -1.0651
O -5.0275 -0.6249 -2.1645
O -6.0842 1.1194 -3.4987
H -8.4510 1.2528 -1.2923
H -9.6794 0.2010 -1.9254
H -8.8032 -0.2162 -0.4282
H -7.4572 -1.5337 -1.8563
H -7.9608 -0.5939 -3.2541
O 0.7545 -3.7788 0.4414
C 0.2734 -2.7840 -0.0489
O -0.9964 -2.4769 0.2072
C -1.6030 -1.2219 -0.1810
C -2.1400 -1.2595 -1.5912
C 1.0805 -1.9308 -0.9986
H -0.9062 -0.3971 -0.0204
H -2.4241 -1.0811 0.5187
H -1.3364 -1.4155 -2.3175
H -2.6539 -0.3317 -1.8299
H -2.8528 -2.0733 -1.7064
H 0.9803 -2.3265 -2.0081
H 2.1254 -1.9853 -0.6999
H 0.7938 -0.8813 -0.9957
O -10.2249 2.7296 -1.3741
C -9.7857 3.7448 -0.9182
O -9.9500 3.9905 0.4050
C -9.2754 5.0493 1.0779
C -10.0270 6.3617 0.9713
C -9.1116 4.7790 -1.7891
H -8.2456 5.1347 0.7295
H -9.2268 4.7355 2.1199
H -10.1032 6.6959 -0.0636
H -9.5221 7.1384 1.5476
H -11.0419 6.2453 1.3529
H -9.8759 5.4273 -2.2180
H -8.5999 4.2516 -2.5907
H -8.3716 5.3855 -1.2728
O 1.6273 1.5633 0.0867
C 2.0980 1.1524 1.1152
O 1.4865 1.4360 2.2789
C 1.8728 0.8211 3.5157
C 3.0168 1.5630 4.1711
C 3.4049 0.3971 1.1436
H 2.0997 -0.2360 3.3712
H 0.9830 0.8667 4.1425
H 3.9124 1.5450 3.5537
H 3.2571 1.1194 5.1378
H 2.7470 2.6103 4.3189
H 4.2296 1.1084 1.1742
H 3.4779 -0.1939 0.2329
H 3.4999 -0.2938 1.9786
O -6.4076 -3.2327 -4.9333
C -5.4525 -2.9872 -5.6110
O -4.3862 -3.8248 -5.5658
C -3.2868 -3.7206 -6.4631
C -2.2489 -2.7323 -5.9693
C -5.3726 -1.7314 -6.4434
H -3.6290 -3.4870 -7.4734
H -2.8561 -4.7214 -6.5014
H -2.6551 -1.7234 -5.9047
H -1.3872 -2.7167 -6.6395
H -1.9135 -3.0103 -4.9703
H -5.0122 -0.9137 -5.8167
H -6.3775 -1.4914 -6.7809
H -4.7463 -1.8194 -7.3296
O 4.4396 -1.2799 5.3152
C 4.4177 -2.2863 4.6542
O 4.1072 -2.2053 3.3544
C 4.2348 -3.3105 2.4367
C 3.0007 -4.1851 2.4511
C 4.6514 -3.6448 5.2767
H 5.1511 -3.8715 2.6322
H 4.3523 -2.8604 1.4547
H 2.8446 -4.6417 3.4316
H 3.0772 -4.9768 1.7079
H 2.1232 -3.5888 2.2243
H 3.7081 -4.0087 5.6808
H 5.3610 -3.5240 6.0919
H 5.0553 -4.3844 4.5903
O 4.4554 -3.5253 -1.0134
C 5.6280 -3.6884 -1.1949
O 6.4836 -3.4634 -0.1723
C 7.8674 -3.8107 -0.2179
C 8.7044 -2.7229 -0.8586
C 6.1805 -4.0521 -2.5541
H 8.0078 -4.7785 -0.7021
H 8.1604 -3.9353 0.8237
H 8.4257 -2.5631 -1.9002
H 9.7623 -2.9852 -0.8218
H 8.5582 -1.7795 -0.3329
H 6.3185 -3.1376 -3.1295
H 5.4466 -4.6759 -3.0574
H 7.1178 -4.6028 -2.5238
O 5.5247 2.9664 2.2743
C 5.9069 3.9781 2.7930
O 5.7304 4.1282 4.1210
C 6.3038 5.2002 4.8696
C 5.4308 6.4379 4.8473
C 6.4941 5.1141 1.9873
H 7.3210 5.4068 4.5327
H 6.3822 4.8209 5.8872
H 5.3210 6.8342 3.8378
H 5.8595 7.2174 5.4782
H 4.4329 6.1990 5.2141
H 5.6788 5.7301 1.6104
H 7.0288 4.6859 1.1436
H 7.1923 5.7394 2.5387
*
```

## Properties
HOMO: -4.65 eV
frontier orbital gap: 6.293 eV
DFT total energy: -77744.245 eV
strongest force on any atom: 1.41 eV/A

---

Below is a 7-piece molecular cluster, H14O7 overall at a distorted geometry, with properties calculated with the ωB97M-V functional and the def2-TZVPD basis.

ORCA input file:
```
! RIJCOSX wB97M-V def2-TZVPD def2/J DEFGRID3
* xyz 0 1
O 0.1754 1.4746 0.5038
H -0.7506 1.2103 0.4633
H 0.3695 1.7863 -0.3874
O -1.2145 -1.7711 -2.3643
H -1.6574 -2.0215 -1.5457
H -0.9373 -2.6109 -2.7474
O 0.2587 -1.5716 2.5194
H 0.9805 -0.9531 2.3598
H 0.5434 -2.0695 3.2939
O 1.3310 1.3723 2.2014
H 1.2586 0.8750 3.0239
H 1.5554 0.7050 1.5430
O 4.7856 1.6593 -1.8259
H 5.7017 1.7139 -1.5315
H 4.3622 1.0931 -1.1708
O -2.2213 -0.1657 1.0433
H -1.7016 0.3265 1.6887
H -2.0107 -1.0882 1.2271
O -3.3009 -0.5826 -2.2802
H -3.2505 -1.2149 -1.5545
H -2.9755 -1.0742 -3.0427
*
```

## Properties
HOMO: -10.40 eV
relative energy (zero: lowest compared OMol25 entry of this formula, charge and spin): 85.9 kcal per mole
frontier orbital gap: 10.483 eV
DFT total energy: -14557.738 eV
strongest force on any atom: 3.59 eV/A

---

Below is a 2-piece molecular cluster, C12H16O2S overall at a distorted geometry, with properties calculated with the ωB97M-V functional and the def2-TZVPD basis.

ORCA input file:
```
! RIJCOSX wB97M-V def2-TZVPD def2/J DEFGRID3
* xyz 0 1
C -1.5578 -0.3473 -2.6265
C 0.0809 1.2802 -2.2422
C -2.0944 -0.1940 -1.3632
C -0.5120 1.6760 -1.0312
C -0.5009 0.3453 -3.1064
C -1.5610 0.8202 -0.6103
C -2.1880 -1.3041 2.5827
C -1.6019 -0.3632 1.8337
C 0.2134 0.1549 -4.3734
C 3.0138 -0.1338 2.2703
C 1.4908 0.3700 2.1778
C 0.7610 -0.8552 1.5926
O -1.3129 2.1852 1.5896
O 0.6849 -2.0658 2.2722
S -2.1604 1.0739 1.1276
H -2.1424 -0.9583 -3.3669
H 0.9521 1.8530 -2.5438
H -2.8578 -0.9512 -1.0083
H -0.0286 2.2760 -0.3024
H -3.1952 -1.0332 2.9531
H -1.5491 -1.9390 3.0973
H 0.5931 0.9633 -4.9771
H 1.2010 -0.3003 -4.1705
H -0.2037 -0.5173 -5.2037
H 3.6026 0.6996 2.6285
H 3.1453 -0.9881 2.9223
H 3.5163 -0.4524 1.4059
H 1.1642 0.6205 3.1888
H 1.3620 1.1706 1.4835
H 1.0948 -1.1490 0.6132
H 0.5899 -1.9366 3.1871
*
```

## Properties
HOMO (alpha / beta): -7.65 / -7.65 eV
relative energy (zero: lowest compared OMol25 entry of this formula, charge and spin): 108.7 kcal per mole
frontier orbital gap (alpha / beta): 8.150 / 8.148 eV
DFT total energy: -27627.855 eV
strongest force on any atom: 4.50 eV/A

---

Below is C21H19N6O3S4V as an isolated structure at a distorted geometry, with properties calculated with the ωB97M-V functional and the def2-TZVPD basis.

ORCA input file:
```
! RIJCOSX wB97M-V def2-TZVPD def2/J DEFGRID3
* xyz 0 3
V -0.1677 -0.1613 0.5854
C 5.1122 0.0118 1.9613
C 3.8612 0.0679 2.7499
N 3.7808 0.0514 4.0419
N 2.4381 0.0910 4.2951
C 1.6811 0.1342 3.1957
S -0.0005 0.1669 3.1081
N 2.6024 0.1285 2.1943
N 2.2728 0.1113 0.8318
H 5.9484 -0.0033 2.6552
H 5.2162 0.8826 1.3123
H 5.1486 -0.8866 1.3445
H 2.0966 0.0232 5.2375
H 2.8272 0.8144 0.3560
H 2.4767 -0.8354 0.4876
S -0.0482 1.6524 -3.5777
C -0.1817 -0.0552 -3.8398
C -0.2529 -0.7406 -5.0507
C -0.3638 -2.1154 -5.0016
C -0.4027 -2.7918 -3.7754
C -0.3327 -2.1138 -2.5761
C -0.2192 -0.7279 -2.6214
N -0.1327 0.1374 -1.5117
C -0.0567 1.3891 -1.8835
C 0.0032 2.4574 -0.8682
C 0.0866 3.7919 -1.2540
C 0.1339 4.7758 -0.2810
C 0.1002 4.3921 1.0549
C 0.0129 3.0515 1.4124
C -0.0397 2.0166 0.4723
H -0.2239 -0.2147 -5.9951
H -0.4208 -2.6750 -5.9255
H -0.4814 -3.8702 -3.7508
H -0.3402 -2.6626 -1.6465
H 0.1114 4.0746 -2.3008
H 0.1935 5.8202 -0.5549
H 0.1361 5.1487 1.8295
H -0.0214 2.8065 2.4688
C -5.0074 -0.4495 0.7413
C -4.1906 -1.5566 0.8493
C -2.8161 -1.3906 0.7736
N -2.2564 -0.1829 0.6141
C -3.0530 0.8922 0.5111
C -4.4265 0.7997 0.5654
H -6.0838 -0.5493 0.7942
H -4.5829 -2.5539 0.9879
H -2.1540 -2.2465 0.8580
H -2.5492 1.8418 0.3900
H -5.0224 1.6966 0.4758
O -0.0246 -4.6349 -0.7668
S -0.1875 -4.3236 0.6368
O 0.5985 -5.0929 1.5598
O -1.5603 -4.0711 1.0416
S 0.7623 -2.3224 0.7884
*
```

## Properties
HOMO (alpha / beta): -8.00 / -8.14 eV
relative energy (zero: lowest compared OMol25 entry of this formula, charge and spin): 27.5 kcal per mole
frontier orbital gap (alpha / beta): 7.440 / 7.676 eV
DFT total energy: -106198.375 eV
expectation value of S²: 2.043
strongest force on any atom: 1.71 eV/A